# 1
A structure of composition C11H20Cl2ErO at a distorted geometry, computed with ωB97M-V with the def2-TZVPD basis set.

## Properties
- Expectation value of S²: 3.757
- Relative energy (zero: lowest compared OMol25 entry of this formula, charge and spin): 53.6 kJ/mol
- HOMO (spin up / spin down): -1.7 / -1.7 eV
- Calculated total energy: -2441.798405 Ha
- LUMO (spin up / spin down): 2.765 / 2.762 eV
- Frontier orbital gap (spin up / spin down): 4.46 / 4.49 eV
- 2S+1: 4
- Strongest force on any atom: 2.99 eV/Å
- Total charge: -1

Geometry as XYZ:
```
35
C11H20Cl2ErO ωB97M-V with the def2-TZVPD basis set
Er -0.6311 0.9265 -1.6785
Cl -1.4100 2.5780 -0.1246
Cl -1.0334 -1.4431 -2.2751
C -1.0376 1.7241 -3.5861
H -0.5471 0.9822 -4.2864
H -0.4538 2.6359 -3.8621
C 1.8673 -0.4190 0.0324
C 1.6532 0.5563 -0.8136
H 1.3222 -1.3394 -0.1106
C 2.0136 2.0006 -0.5249
H 1.2486 0.4460 -1.9078
C 3.3024 2.0574 0.3107
H 2.0937 2.5942 -1.4589
H 1.1632 2.4108 0.0418
C 3.1926 1.1322 1.5235
H 4.1238 1.7597 -0.3480
H 3.5272 3.0927 0.5933
C 2.7214 -0.2950 1.2436
H 4.1500 1.1419 2.0495
H 2.4428 1.5894 2.1720
H 3.5912 -0.9811 1.2525
H 2.1324 -0.6152 2.1130
C -2.7833 -2.8394 0.7512
C -3.8189 -1.6943 0.8170
C -3.0186 -0.3979 0.5934
O -1.6038 -0.7204 0.5404
C -1.4180 -2.1366 0.8106
H -2.9041 -3.5479 1.5755
H -2.8688 -3.3880 -0.1947
H -4.3023 -1.6805 1.8018
H -4.5902 -1.8102 0.0496
H -3.2797 0.0907 -0.3622
H -3.1493 0.3311 1.4062
H -0.9666 -2.2320 1.8128
H -0.7289 -2.5096 0.0429
```

Atom charges from the Mulliken analysis, given in e for atoms 1 to 4: Er -0.0229; Cl -0.6145; Cl -0.5510; C -0.6332

---

# 2
A cluster of 12 separate species, C6H37NO12 in total at a distorted geometry, computed with ωB97M-V with the def2-TZVPD basis set.

## Properties
- Relative energy (zero: lowest compared OMol25 entry of this formula, charge and spin): 250.7 kJ/mol
- HOMO: -9.9 eV
- Calculated total energy: -1208.400219 Ha
- LUMO: -0.048 eV
- Frontier orbital gap: 9.83 eV
- Structure (SMILES): CC(C)[C@H](C)NCO.O.O.O.O.O.O.O.O.O.O.O
- Strongest force on any atom: 1.89 eV/Å
- Total charge: 0

Geometry as XYZ:
```
56
C6H37NO12 ωB97M-V with the def2-TZVPD basis set
C -1.3337 3.5432 -0.5972
C -0.2232 3.1157 0.3784
C 1.1043 2.8552 -0.3215
C -0.6313 1.9947 1.3840
C 0.3129 2.1518 2.5838
N -0.4008 0.6292 0.8650
C -1.0219 0.2575 -0.3828
O -2.4427 0.1847 -0.3894
H -1.2319 2.8412 -1.4342
H -2.3731 3.4145 -0.2837
H -1.3098 4.5383 -1.0365
H -0.0269 4.0019 0.9916
H 1.9716 3.1476 0.2646
H 1.0938 3.4461 -1.2470
H 1.2738 1.8663 -0.7530
H -1.6650 2.1106 1.7385
H 0.1758 3.0993 3.1077
H 0.2561 1.3554 3.3279
H 1.3350 2.2310 2.2101
H -0.7510 0.0562 1.6166
H -0.8734 0.9261 -1.2246
H -0.4744 -0.6439 -0.6930
H -2.7527 -0.5479 0.1656
O -2.8020 0.1735 -3.6999
H -3.5194 0.6711 -4.1057
H -3.1159 0.0166 -2.8017
O 5.0818 0.1487 0.5311
H 5.5197 0.0692 -0.3079
H 4.9989 -0.6116 1.1029
O -0.5315 -3.8576 -2.6936
H 0.1008 -4.1728 -2.0327
H -0.8101 -3.0103 -2.3287
O 1.6885 -1.6612 0.5478
H 2.0930 -1.4881 1.4073
H 1.0711 -0.9081 0.4934
O -0.2692 -1.3919 4.4342
H -0.2636 -0.5407 4.9056
H -0.3372 -1.8792 5.2729
O 1.1102 0.4671 -2.9610
H 1.8136 -0.2157 -2.9129
H 0.4032 -0.0324 -3.3887
O 2.9147 -1.3025 -1.8349
H 3.5746 -0.6636 -1.5593
H 2.3080 -1.4757 -1.0831
O -4.8600 1.8042 -0.4114
H -3.9954 1.9857 -0.0227
H -4.8438 0.8411 -0.3914
O 2.1637 -3.9979 -1.5308
H 2.6489 -4.6656 -2.0168
H 2.3618 -3.1053 -1.8518
O -2.1077 -1.8831 1.8745
H -1.4783 -1.3235 2.3433
H -1.8053 -2.7289 2.2335
O 0.1563 -3.8257 1.1844
H 0.7921 -3.3702 0.6058
H -0.0731 -4.6405 0.7275
```

Atom charges from the Mulliken analysis, given in e for atoms 1 to 4: C -1.4393; C 0.1760; C -1.4425; C 0.4350

---

# 3
The molecule C4H10N2OS at a distorted geometry, computed with ωB97M-V with the def2-TZVPD basis set.

## Properties
- Relative energy (zero: lowest compared OMol25 entry of this formula, charge and spin): 192.5 kJ/mol
- HOMO: -8.7 eV
- Calculated total energy: -741.304666 Ha
- LUMO: 0.674 eV
- Frontier orbital gap: 9.34 eV
- Structure (SMILES): C/N=C(\CCO)NS
- Strongest force on any atom: 1.79 eV/Å
- Total charge: 0

Geometry as XYZ:
```
18
C4H10N2OS ωB97M-V with the def2-TZVPD basis set
C 0.6585 0.3157 -2.1701
N 1.2866 0.7815 -0.9703
C 0.5909 0.8163 0.0931
C -0.8965 0.4655 0.1848
C -1.2188 -1.0175 0.1519
O -0.8519 -1.5687 1.4123
N 1.2739 1.2545 1.2469
S 0.8543 0.7687 2.8291
H 0.4722 -0.7710 -2.1300
H -0.2063 0.9009 -2.4180
H 1.3499 0.4598 -3.0287
H -1.3187 0.9255 1.0718
H -1.4269 0.8663 -0.6621
H -0.7336 -1.4752 -0.7061
H -2.3223 -1.1384 -0.0646
H -0.7926 -2.4970 1.3891
H 2.2854 1.4709 1.1148
H 0.9959 -0.5576 2.6563
```

Atom charges from the Mulliken analysis, given in e for atoms 1 to 4: C -0.8165; N -0.6750; C 0.7546; C -0.9599

---

# 4
The molecule C3H4N2O at a distorted geometry, computed with ωB97M-V with the def2-TZVPD basis set.

## Properties
- Relative energy (zero: lowest compared OMol25 entry of this formula, charge and spin): 339.7 kJ/mol
- HOMO: -8.5 eV
- Calculated total energy: -301.357860 Ha
- LUMO: 0.459 eV
- Frontier orbital gap: 8.97 eV
- Structure (SMILES): [H]/N=C/C(O)=C=N
- Strongest force on any atom: 1.79 eV/Å
- Total charge: 0

Geometry as XYZ:
```
10
C3H4N2O ωB97M-V with the def2-TZVPD basis set
H 2.5507 0.6336 0.6637
N 1.7478 0.1695 0.2567
C 0.6432 0.6630 0.6660
C -0.6050 0.1279 0.1352
O -1.8765 0.5272 0.4875
C -0.3278 -0.8034 -0.7595
N 0.0707 -1.6800 -1.5057
H 0.5243 1.5196 1.3318
H -2.1708 1.2739 -0.0471
H -0.5785 -2.4107 -1.2269
```

Atom charges from the Mulliken analysis, given in e for atoms 1 to 4: H 0.2366; N -0.6304; C -0.0205; C -0.2917